{"formula": "C19H32BaCl2N3O4", "method": "wB97M-V/def2-TZVPD", "symbols": ["O", "C", "C", "C", "H", "C", "H", "C", "H", "C", "H", "C", "H", "H", "C", "C", "H", "H", "H", "C", "C", "H", "H", "H", "H", "Ba", "Cl", "Cl", "C", "O", "N", "C", "C", "H", "H", "H", "H", "H", "H", "H", "H", "H", "C", "C", "N", "H", "C", "O", "H", "H", "H", "H", "C", "C", "N", "O", "H", "H", "H", "H", "H"], "positions_angstrom": [[0.5644, 1.6932, -1.7420], [0.3763, 1.6993, -2.9637], [1.0336, 2.6363, -3.8884], [1.7183, 3.7820, -3.4189], [1.5022, 4.1774, -2.4201], [2.6280, 4.3937, -4.2864], [3.1737, 5.2917, -3.9807], [2.7869, 3.9038, -5.5997], [3.4594, 4.3995, -6.3097], [2.1110, 2.7648, -6.0632], [2.2519, 2.3681, -7.0754], [1.1837, 2.1791, -5.2071], [0.5418, 1.3502, -5.4944], [-0.2387, 0.8951, -3.3975], [-2.7475, 1.7450, -2.9772], [-2.4733, 0.4222, -2.4673], [-3.6808, 1.8917, -3.5541], [-1.9190, 1.9686, -3.6955], [-2.6504, 2.5261, -2.1940], [-2.5699, -0.5789, -1.6271], [-3.9011, -0.8867, -0.8945], [-1.7397, -1.2895, -1.4397], [-4.7214, -0.5330, -1.5476], [-3.9724, -0.3572, 0.0705], [-4.0550, -1.9569, -0.6937], [1.1615, 0.3449, 0.3685], [-0.7971, 2.6236, 0.7884], [1.1677, -1.6025, -1.9114], [-1.7054, 0.4014, 2.7808], [-0.8005, -0.3767, 2.4449], [-2.5963, 0.2078, 3.7698], [-2.4969, -0.9434, 4.6642], [-3.5438, 1.2530, 4.1689], [-1.8600, 1.3868, 2.2612], [-1.8282, -1.6957, 4.2375], [-3.5028, -1.3583, 4.8098], [-2.1254, -0.6214, 5.6486], [-3.5126, 2.0514, 3.4175], [-3.2774, 1.6710, 5.1533], [-4.5629, 0.8412, 4.2337], [0.5013, -5.9914, 1.7560], [2.4287, -5.9855, -0.6289], [0.0435, -5.2749, 1.0571], [1.6022, -5.3183, -0.9181], [1.0639, -4.6033, 0.2457], [-0.5405, -4.5348, 1.6186], [1.3945, -3.3055, 0.4420], [0.9029, -2.5064, 1.2504], [1.9873, -4.5767, -1.6277], [2.1890, -2.9601, -0.2558], [-0.6017, -5.8616, 0.3891], [0.8077, -5.9104, -1.3892], [2.3683, 1.3932, 4.0878], [3.4106, 0.7812, 3.1915], [4.5292, 0.3651, 3.8299], [3.3142, 0.6847, 1.9440], [2.8343, 2.2147, 4.6615], [1.9588, 0.6363, 4.7776], [1.5646, 1.8135, 3.4693], [5.3183, 0.0321, 3.2878], [4.5410, 0.2392, 4.8435]], "molar_mass_da": 574.72, "de_lowest_kcal_mol": 30.8, "fmax_ev_per_a": 2.4, "total_charge": -1, "orbital_gap_ev": 1.981}